Below is a molecular structure, C8H11BeClNO7, with properties calculated with ωB97M-V/def2-TZVPD.

Last column: Löwdin charge in e.
Cartesian coordinates (Å):
Be: 0.46504 -0.41208 -0.78958  0.12
O: -0.29190 1.42980 -0.42700  -0.03
C: -0.95237 1.67290 0.80588  -0.18
C: -0.08216 1.24792 1.98656  -0.16
N: 0.34048 -0.11490 1.80038  -0.20
C: -0.60301 -1.17060 2.05809  -0.09
C: -0.67090 -2.15959 0.86676  -0.56
O: -1.14921 -3.26750 1.04189  0.04
O: -0.22278 -1.68848 -0.23925  0.04
C: 1.74080 -0.41258 1.95952  -0.08
C: 2.56394 0.04351 0.73192  -0.57
O: 3.73190 0.36575 0.88710  0.03
O: 1.93703 0.01662 -0.39446  0.01
H: 0.58560 1.83980 -0.41754  0.12
H: -1.86119 1.07196 0.76733  0.12
H: -1.23599 2.72794 0.89475  0.12
H: -0.63660 1.40599 2.92618  0.12
H: 0.80898 1.88262 2.01119  0.13
H: -1.60537 -0.75147 2.16947  0.13
H: -0.38124 -1.73080 2.97386  0.12
H: 1.86231 -1.49618 2.02726  0.14
H: 2.17983 0.03761 2.85751  0.12
Cl: -0.70921 1.40231 -5.10205  0.53
C: -0.95902 -0.22044 -4.39986  -0.49
C: -0.97115 -0.11595 -2.86289  -0.68
O: -2.03556 0.05105 -2.29028  0.04
O: 0.20192 -0.22436 -2.34633  -0.02
H: -0.13644 -0.84486 -4.73409  0.07
H: -1.91371 -0.58604 -4.76232  0.07

Gap between HOMO and LUMO in eV: 8.56
HOMO level in hartree: -0.203
Total charge: -1


Below is 2 unconnected molecules or ions with the total composition C9H14FNO3 in a non-equilibrium geometry, with properties calculated with ωB97M-V/def2-TZVPD.

Last column: Löwdin charge in e.
Cartesian coordinates (Å):
C: -2.12739 2.05374 -0.07763  -0.17
C: -2.42165 -0.30257 -0.50108  -0.40
C: 1.56219 -1.35590 -1.13321  -0.09
C: 2.45828 1.71951 0.36836  -0.08
C: -4.39832 -1.12581 0.72946  -0.07
C: 0.52274 -1.13554 -0.05942  -0.19
C: 1.02484 1.51176 -0.20976  -0.19
C: -1.73106 0.91907 -0.76799  -0.20
C: 0.30859 0.33034 0.36296  -0.30
N: -2.56248 2.94080 0.45985  0.23
O: -2.26767 -1.34369 -1.15787  0.07
O: -1.18939 0.87785 -2.08014  0.10
O: -3.45586 -0.13085 0.42682  -0.07
F: -0.15305 0.54475 1.62727  0.05
H: 1.42059 -2.42278 -1.21456  0.08
H: 2.58509 -1.15684 -0.82410  0.08
H: 1.29938 -0.83163 -2.00023  0.05
H: 3.12938 1.34711 -0.30384  0.02
H: 2.85706 2.78968 0.40374  0.10
H: 2.64143 1.29134 1.31097  0.06
H: -5.20005 -0.48382 1.15444  0.10
H: -4.05975 -1.94061 1.47806  0.12
H: -4.69896 -1.61255 -0.25962  0.11
H: 0.91872 -1.78910 0.75057  0.12
H: -0.47026 -1.63474 -0.28249  0.10
H: 0.51906 2.47700 0.10628  0.12
H: 1.03276 1.54384 -1.36182  0.13
H: -1.25244 -0.05058 -2.30620  0.10

Gap between HOMO and LUMO (spin up / spin down) in eV: 7.49 / 8.78
Multiplicity: 3
<S²>: 2.013
HOMO level (spin up / spin down) in hartree: -0.251 / -0.408
Total charge: 0


Below is a single C4H9NO3 molecule in a non-equilibrium geometry, with properties calculated with ωB97M-V/def2-TZVPD.

Last column: Löwdin charge in e.
Cartesian coordinates (Å):
C: -0.29319 -0.50627 1.47096  -0.07
C: -0.12402 -0.90969 0.03466  -0.28
C: 0.55644 -0.20048 -1.03872  -0.06
C: 1.30528 1.20225 -0.27084  -0.46
O: 0.75157 2.26056 -0.13648  0.08
O: 2.59928 0.98668 0.02107  0.09
N: -1.63210 -0.78074 -0.85613  -0.06
O: -2.38986 0.30338 -0.31522  -0.11
H: 0.51252 -0.89427 2.08896  0.09
H: -0.44921 0.56291 1.60635  0.08
H: -1.25533 -0.89056 1.82176  0.08
H: 0.09610 -1.97744 -0.04308  0.13
H: 0.09859 0.29733 -1.88798  0.10
H: 1.40701 -0.76041 -1.41469  0.10
H: 3.03116 1.82901 0.25393  0.13
H: -2.12871 -1.61597 -0.54798  0.08
H: -2.08553 1.09372 -0.78655  0.09

Gap between HOMO and LUMO in eV: 9.84
Energy above the lowest of the compared OMol25 structures with the same formula, charge and spin in kcal/mol: 97.6
HOMO level in hartree: -0.336
Total charge: 0


Below is a single C2H4N4S molecule in a non-equilibrium geometry, with properties calculated with ωB97M-V/def2-TZVPD.

Last column: Löwdin charge in e.
Cartesian coordinates (Å):
C: -0.06837 1.16853 2.37696  -0.05
N: -0.82064 0.26003 1.26444  -0.10
N: -0.17162 -0.92879 1.27165  0.00
N: 0.29570 -1.24967 0.15567  0.04
C: 0.17983 -0.20924 -0.70387  -1.04
S: 0.40507 -0.27636 -2.27088  0.70
N: -0.21854 0.90201 0.00689  0.01
H: 0.22895 0.59672 3.36196  0.10
H: -0.81845 2.02773 2.56977  0.08
H: 0.85599 1.70041 1.97074  0.08
H: -1.01055 1.45618 -0.49753  0.17

Gap between HOMO and LUMO in eV: 8.10
Energy above the lowest of the compared OMol25 structures with the same formula, charge and spin in kcal/mol: 88.0
HOMO level in hartree: -0.330
Total charge: 0


Below is 2 unconnected molecules or ions with the total composition CHFN2 in a non-equilibrium geometry, with properties calculated with ωB97M-V/def2-TZVPD.

Last column: Löwdin charge in e.
Cartesian coordinates (Å):
C: -0.41633 -0.39799 0.02330  -0.11
N: -1.66355 -0.38997 0.50345  0.09
N: -1.10108 -1.45300 -0.24100  0.14
F: -3.81361 0.47636 -0.14014  -0.24
H: 0.48966 0.15605 -0.00566  0.12

Gap between HOMO and LUMO (spin up / spin down) in eV: 6.58 / 12.05
Energy above the lowest of the compared OMol25 structures with the same formula, charge and spin in kcal/mol: 100.9
HOMO level (spin up / spin down) in hartree: -0.339 / -0.463
Total charge: 0


Below is 2 unconnected molecules or ions with the total composition C2H2OS2 in a non-equilibrium geometry, with properties calculated with ωB97M-V/def2-TZVPD.

Last column: Löwdin charge in e.
Cartesian coordinates (Å):
O: -1.13322 -1.48488 -1.94779  0.09
C: -1.36081 -1.22130 -0.87630  -1.02
S: -1.75702 -1.20464 0.60889  0.77
C: 1.02920 1.09470 0.63514  -0.49
S: 1.15698 0.08517 -0.66949  0.66
H: 0.12060 1.12293 1.24804  -0.01
H: 1.94427 1.60803 1.00152  0.01

Gap between HOMO and LUMO in eV: 8.27
Energy above the lowest of the compared OMol25 structures with the same formula, charge and spin in kcal/mol: 11.4
HOMO level in hartree: -0.333
Total charge: 0


What is the total charge in the sixth record? 0